1.
Entry from OMol25: C29H28F6N8O3PRbSSbSe2 as an isolated structure at a distorted geometry (wB97M-V/def2-TZVPD).

Geometry as ORCA input:
```
! wB97M-V def2-TZVPD RIJCOSX def2/J DEFGRID3
* xyz 0 2
Rb -1.0921 -1.2351 1.0221
O -5.0677 -0.5328 1.4559
C -4.1664 -0.5600 0.6336
N -3.2992 0.4855 0.4183
C -3.4923 1.6001 1.2780
C -2.2934 2.5188 1.3167
C -2.4250 3.7887 1.8633
C -1.3111 4.6037 1.9304
C -0.1037 4.1259 1.4483
C -0.0695 2.8454 0.9254
N -1.1384 2.0520 0.8562
C -3.9208 -1.7796 -0.2039
C -4.6508 -2.9275 0.0695
C -4.3982 -4.0612 -0.6861
C -3.4499 -3.9963 -1.6905
C -2.7743 -2.7996 -1.8903
N -2.9872 -1.7115 -1.1579
H -3.7795 1.2845 2.2889
H -4.3724 2.1526 0.9121
H -3.3852 4.1257 2.2350
H -1.3831 5.5955 2.3584
H 0.7980 4.7212 1.4922
H 0.8622 2.4213 0.5638
H -5.3735 -2.9209 0.8718
H -4.9263 -4.9827 -0.4819
H -3.2175 -4.8575 -2.3012
H -2.0212 -2.7151 -2.6650
Se 0.1672 0.2942 -1.6909
P 1.9958 1.4169 -2.3534
Se 3.6234 1.3274 -1.0282
C 1.3056 3.0808 -2.5977
C 0.2820 3.2824 -3.5249
C -0.2532 4.5491 -3.6939
C 0.2327 5.6150 -2.9451
C 1.2544 5.4151 -2.0299
C 1.7922 4.1467 -1.8527
C 2.3828 0.8208 -4.0270
C 3.6648 1.0618 -4.5194
C 3.9863 0.6883 -5.8154
C 3.0382 0.0665 -6.6189
C 1.7659 -0.1820 -6.1266
C 1.4351 0.1952 -4.8320
H -0.0950 2.4546 -4.1123
H -1.0475 4.7054 -4.4121
H -0.1870 6.6035 -3.0810
H 1.6345 6.2464 -1.4499
H 2.5930 3.9733 -1.1437
H 4.4041 1.5276 -3.8808
H 4.9812 0.8771 -6.1966
H 3.2934 -0.2306 -7.6279
H 1.0279 -0.6733 -6.7472
H 0.4428 -0.0034 -4.4470
F -0.6147 -3.7742 0.7022
Sb -0.8679 -4.4799 2.4642
F 1.0083 -4.3367 2.7051
F -1.0514 -2.6851 3.1288
F -1.0540 -5.1195 4.2126
F -2.7213 -4.4575 2.1438
F -0.6921 -6.2105 1.7755
S 0.7796 1.3383 3.6820
C 0.7065 0.0477 4.7422
N 1.0661 -1.2009 4.2859
C 1.0471 -2.3072 5.0454
C 0.6722 -2.2161 6.3441
C 0.2749 -0.9393 6.7806
N 0.2786 0.1405 6.0380
H 1.2710 -1.2665 3.2880
H 1.3207 -3.2305 4.5543
H 0.6397 -3.0811 6.9868
H -0.0780 -0.8078 7.7990
O 0.6336 -2.4030 -1.5689
N 1.2387 -1.4467 -1.7912
N 3.1061 -3.1031 0.8760
C 2.7704 -1.8717 1.3471
N 3.7822 -1.0508 1.7442
O 1.5966 -1.5066 1.4289
H 4.0304 -3.4595 1.0489
H 2.3586 -3.7807 0.9208
H 4.7066 -1.2090 1.3793
H 3.5092 -0.0823 1.8278
*
```

Computed properties:
Lowest unoccupied orbital energy (spin up / spin down) ... -0.67 / -2.64 eV
Maximum force ... 1.2 eV Å⁻¹
Total energy ... -8191.7852 a.u.
Expectation value of S² ... 0.77
Kohn-Sham gap (spin up / spin down) ... 0.257 / 0.185 Ha
HOMO energy (spin up / spin down) ... -7.6598 / -7.6598 eV

***

2.
Entry from OMol25: C29H28FKN4O5 as an isolated structure at a distorted geometry (wB97M-V/def2-TZVPD).

Geometry as ORCA input:
```
! wB97M-V def2-TZVPD RIJCOSX def2/J DEFGRID3
* xyz -2 1
K 0.6368 -1.9224 0.6863
O -4.0644 -1.2021 5.8696
C -3.3401 -1.1308 4.7017
C -2.3847 -2.0765 4.3848
C -1.7195 -1.9455 3.1715
N -1.9344 -0.9331 2.3141
C -2.8471 -0.0042 2.6664
C -3.5914 -0.0867 3.8378
C -3.1268 1.1722 1.7317
O -4.3414 1.4534 1.5778
O -2.1397 1.7249 1.1905
C -0.6724 -3.0208 2.8252
O 0.1606 -3.2587 3.7279
O -0.7446 -3.5356 1.6771
H -3.7376 -1.9692 6.3516
H -2.1243 -2.8920 5.0524
H -4.3572 0.6513 4.0369
C -3.4330 1.1632 -1.6719
C -2.5688 -0.0759 -1.8011
C -1.3095 -0.0185 -2.4141
C -0.7976 1.2976 -2.9703
C -0.4992 -1.1623 -2.4688
C 0.9592 -1.0836 -2.9052
C -1.0119 -2.3967 -2.0436
C -0.1618 -3.6479 -2.1940
C -2.2710 -2.4581 -1.4264
C -2.7975 -3.7726 -0.8844
C -3.0136 -1.2823 -1.2461
C -4.2782 -1.2973 -0.4084
H -3.1632 1.9281 -2.3978
H -3.3467 1.6142 -0.6769
H -4.4881 0.9250 -1.8257
H -1.5906 1.8522 -3.4718
H -0.0058 1.1431 -3.7013
H -0.4007 1.9515 -2.1820
H 1.1098 -1.4664 -3.9244
H 1.6142 -1.6513 -2.2213
H 1.3260 -0.0578 -2.8822
H 0.3645 -3.8897 -1.2664
H 0.5966 -3.5239 -2.9643
H -0.7733 -4.5114 -2.4547
H -2.5453 -4.6060 -1.5419
H -3.8832 -3.7554 -0.7876
H -2.3658 -3.9852 0.1025
H -5.1598 -1.5903 -0.9949
H -4.4830 -0.3234 0.0406
H -4.1853 -2.0024 0.4189
N 9.3260 4.8426 -0.9418
C 8.2816 4.4094 -0.7447
C 6.9498 3.8568 -0.4934
C 5.8932 4.6946 -0.1831
C 4.6316 4.1773 0.0598
C 4.4122 2.8032 -0.0074
C 5.4815 1.9607 -0.3287
C 6.7359 2.4891 -0.5650
N 3.1489 2.2782 0.2429
C 1.9475 2.9746 0.4924
C 1.0004 2.0313 0.7071
N 1.5852 0.7611 0.6061
C 2.8291 0.9306 0.3298
H 6.0561 5.7631 -0.1255
H 3.8199 4.8435 0.3107
H 5.3338 0.8938 -0.4016
H 7.5570 1.8280 -0.8119
H 1.8855 4.0484 0.4791
H -0.0603 2.1426 0.9459
H 3.5202 0.1111 0.1578
F 2.5562 -2.1805 -0.3664
*
```

Computed properties:
Lowest unoccupied orbital energy ... 3.73 eV
Maximum force ... 1.6 eV Å⁻¹
Total energy ... -2417.0912 a.u.
Kohn-Sham gap ... 0.244 Ha
HOMO energy ... -2.9150 eV

***

3.
Entry from OMol25: C29H28FN6O5Rh as an isolated structure (wB97M-V/def2-TZVPD).

Geometry as ORCA input:
```
! wB97M-V def2-TZVPD RIJCOSX def2/J DEFGRID3
* xyz 2 5
Rh 0.8903 3.4427 -1.2805
O -2.0365 6.4370 -2.2614
C -2.6057 6.6126 -1.1294
C -3.9056 7.2054 -1.0948
C -4.5111 7.4141 0.1078
C -3.8587 7.0432 1.2989
C -2.5881 6.4550 1.2849
C -1.9440 6.2321 0.0953
C -0.6321 5.5516 0.0027
O -0.0457 5.5303 -1.1540
N -0.1756 4.9841 1.0843
N 0.8930 4.2053 0.7496
C 1.8539 3.9762 1.5475
C 2.9621 3.1869 0.9859
C 4.0415 2.7914 1.7596
C 5.0678 2.0763 1.1607
C 4.9789 1.7772 -0.1880
C 3.8656 2.2083 -0.8933
N 2.8827 2.9039 -0.3295
H -1.0878 6.0260 -2.0351
H -4.3563 7.4748 -2.0399
H -5.4906 7.8682 0.1598
H -4.3518 7.2131 2.2464
H -2.1113 6.1632 2.2098
H 1.8939 4.3734 2.5570
H 4.0764 3.0484 2.8092
H 5.9261 1.7638 1.7398
H 5.7583 1.2306 -0.6990
H 3.7577 1.9986 -1.9500
C -2.8745 -2.5305 2.0369
C -3.0462 -2.2610 0.5522
N -1.9885 -1.3923 0.0158
C -2.2338 -0.0793 -0.1101
C -1.3513 0.8600 -0.5709
C -1.9130 2.2605 -0.7052
O -3.0115 2.4974 -0.2270
O -1.1979 3.1082 -1.3597
C -0.0408 0.4492 -0.9463
O 0.8719 1.1768 -1.4004
C 0.2368 -0.9832 -0.7792
C 1.4984 -1.4748 -1.1207
C 1.7739 -2.8078 -1.0228
F 2.9940 -3.2418 -1.4018
C 0.8203 -3.7324 -0.5634
C -0.4216 -3.2416 -0.1981
C -0.7359 -1.8806 -0.3180
N 1.0591 -5.1251 -0.4536
C 0.2104 -6.0232 -1.2273
C -0.1105 -7.2394 -0.3529
N 1.0393 -7.4309 0.6096
C 2.3502 -7.1437 -0.0616
C 2.4218 -5.6417 -0.3731
H -3.6713 -3.1807 2.3959
H -2.9180 -1.5996 2.6015
H -1.9172 -3.0071 2.2515
H -3.9902 -1.7573 0.3556
H -3.0654 -3.1797 -0.0345
H -3.2265 0.2574 0.1622
H 2.2472 -0.7934 -1.4984
H -1.1464 -3.9350 0.2030
H 0.7057 -6.3325 -2.1557
H -0.7140 -5.5284 -1.5118
H -0.2143 -8.1591 -0.9253
H -1.0014 -7.0902 0.2540
H 1.0268 -8.3739 0.9970
H 0.9199 -6.7751 1.3829
H 2.3649 -7.7578 -0.9603
H 3.1562 -7.4664 0.5927
H 2.9936 -5.5224 -1.2968
H 2.9524 -5.1150 0.4197
*
```

Computed properties:
Lowest unoccupied orbital energy (spin up / spin down) ... -4.72 / -7.16 eV
Maximum force ... 0.3 eV Å⁻¹
Total energy ... -2036.4860 a.u.
Expectation value of S² ... 6.04
Kohn-Sham gap (spin up / spin down) ... 0.287 / 0.207 Ha
HOMO energy (spin up / spin down) ... -12.5244 / -12.8050 eV